# C46H58N5O3P2RbS3Si

A molecular structure, C46H58N5O3P2RbS3Si (ωB97M-V/def2-TZVPD, the OMol25 dataset).

Results
Total charge ... -2
LUMO level ... 3.2 eV
HOMO level ... 0.507 eV
Frontier orbital gap ... 2.72 eV

Cartesian coordinates (Å):
Rb  -0.46025  -0.28727  -0.23130
N  -2.38135  -0.43563  -3.34133
P  -2.62821  0.95840  -2.45248
C  -3.95904  0.50733  -1.24222
C  -4.22302  -0.81718  -0.91716
C  -5.14855  -1.12976  0.07473
C  -5.83186  -0.12133  0.73483
C  -5.57389  1.20881  0.41532
C  -4.63344  1.51717  -0.55100
C  -3.66551  2.03953  -3.53378
C  -3.19322  3.29019  -3.91709
C  -3.93991  4.10817  -4.75706
C  -5.17186  3.67852  -5.22495
C  -5.65517  2.42961  -4.84995
C  -4.90822  1.61994  -4.00957
P  -0.56818  -0.99642  -3.34582
C  -0.07099  -0.20222  -4.87448
C  1.23241  -0.82183  -5.33534
C  2.10670  0.19918  -6.01070
C  1.61666  1.39188  -6.42662
C  0.27642  1.83132  -6.17481
C  -0.48576  1.03801  -5.31141
C  -1.06376  -2.70600  -3.86662
C  -1.42878  -2.98840  -5.17857
C  -1.80736  -4.27260  -5.55242
C  -1.83865  -5.29536  -4.61431
C  -1.48651  -5.02151  -3.29650
C  -1.09992  -3.74091  -2.93409
H  -2.88619  -0.50459  -4.22209
H  -3.69181  -1.60026  -1.44830
H  -5.32691  -2.16641  0.33315
H  -6.55214  -0.36690  1.50639
H  -6.09316  2.00356  0.93940
H  -4.41228  2.55503  -0.78018
H  -2.21871  3.61348  -3.56920
H  -3.55194  5.07409  -5.05643
H  -5.75298  4.30944  -5.88696
H  -6.61664  2.08888  -5.21582
H  -5.29060  0.65087  -3.70838
H  1.05706  -1.68850  -5.99620
H  3.15455  -0.04862  -6.15141
H  2.29199  2.07352  -6.94369
H  -0.07844  2.79145  -6.52858
H  -1.42519  1.43608  -4.93323
H  -1.39855  -2.18428  -5.90848
H  -2.07040  -4.47723  -6.58494
H  -2.12897  -6.29857  -4.90579
H  -1.50792  -5.81072  -2.55321
H  -0.81163  -3.53852  -1.90654
C  4.15834  -3.26843  1.28945
C  2.65621  -3.10743  1.06104
C  2.39672  -2.90139  -0.42252
C  1.89358  -4.32098  1.58267
O  2.14367  -1.93384  1.71119
Si  2.49660  -1.25298  3.17865
S  0.95258  -0.05559  3.79673
O  2.87285  -2.53049  4.16855
C  2.99285  -2.60966  5.57537
C  3.55783  -1.31435  6.15618
C  1.61515  -2.90012  6.16455
C  3.95226  -3.76493  5.85053
O  3.97227  -0.48862  3.05519
C  4.28542  0.73891  2.41174
C  4.06557  1.87984  3.40277
C  5.75886  0.64463  2.02801
C  3.43233  0.95281  1.16267
H  4.51775  -4.13875  0.73594
H  4.38210  -3.40004  2.34707
H  4.68978  -2.38568  0.93023
H  2.72009  -3.75506  -1.01846
H  2.93137  -2.01876  -0.77787
H  1.34025  -2.73569  -0.62174
H  2.21896  -5.22250  1.05897
H  0.82396  -4.18570  1.41583
H  2.06903  -4.44199  2.65281
H  2.84798  -0.49584  6.02467
H  4.48121  -1.04942  5.63929
H  3.76658  -1.44470  7.22088
H  0.93176  -2.09468  5.89341
H  1.66777  -2.97744  7.25420
H  1.22654  -3.83689  5.76103
H  4.93117  -3.53981  5.42320
H  3.57567  -4.67703  5.38443
H  4.06259  -3.93370  6.92420
H  4.69664  1.73336  4.28246
H  3.02285  1.89015  3.72200
H  4.31438  2.84033  2.94424
H  6.35823  0.43739  2.91651
H  6.10195  1.57844  1.57689
H  5.90879  -0.16640  1.31380
H  2.38100  1.06264  1.43837
H  3.52176  0.10111  0.48707
H  3.75564  1.85412  0.63729
C  -3.54594  2.53879  4.47898
N  -2.71893  3.36595  3.63014
C  -2.39685  4.69057  3.84006
C  -1.54796  5.05942  2.87137
N  -1.33206  3.95063  2.05320
C  -2.06657  2.87082  2.53110
S  -2.19087  1.30869  2.02051
C  -0.44548  3.97740  0.94126
C  0.59929  4.90084  0.92550
C  1.41873  4.93631  -0.18824
C  1.18477  4.05881  -1.23584
C  0.13415  3.16631  -1.10562
N  -0.66509  3.12390  -0.03811
H  -4.08928  3.18549  5.16599
H  -2.93290  1.82786  5.03434
H  -4.24009  1.96983  3.86271
H  -2.81748  5.26324  4.64646
H  -1.11623  6.01932  2.66776
H  0.79237  5.54389  1.77132
H  2.24496  5.63512  -0.22708
H  1.80186  4.04481  -2.12278
H  -0.09003  2.45162  -1.89323
N  -0.99673  -1.96510  2.25288
C  -1.70575  -2.38712  1.43822
H  -0.32470  -1.57943  2.97104
S  1.90005  -1.61623  -3.78613

Cartesian forces, eV/Å:
0.610 0.268 0.217
0.267 0.153 -0.105
-0.239 -0.087 -0.050
-0.044 0.129 -0.115
0.051 -0.018 0.015
0.000 0.002 -0.007
0.001 0.007 -0.001
0.018 -0.018 0.003
-0.034 -0.040 -0.030
0.018 -0.040 0.028
0.029 -0.008 -0.003
-0.006 -0.007 0.002
0.001 -0.013 0.006
-0.007 0.011 -0.010
-0.002 0.027 0.009
-0.493 0.018 -0.374
0.195 -0.020 0.193
-0.043 -0.018 0.114
-0.046 0.022 0.070
0.007 -0.027 -0.030
-0.016 -0.018 -0.028
-0.043 0.010 -0.047
0.021 -0.009 0.029
-0.014 -0.021 -0.057
0.008 0.020 0.000
0.013 0.018 0.022
-0.015 -0.013 -0.032
-0.013 0.042 0.022
-0.063 -0.075 0.056
-0.004 -0.004 0.002
0.007 -0.008 -0.003
-0.004 0.003 0.006
-0.004 0.006 -0.001
-0.012 0.009 0.011
0.007 0.007 -0.010
0.013 0.004 0.004
-0.005 0.005 -0.001
-0.004 -0.006 -0.001
-0.005 -0.001 -0.004
-0.030 0.014 -0.063
0.021 0.018 0.008
0.020 -0.004 0.002
-0.004 0.017 0.019
-0.004 -0.012 -0.027
0.029 0.015 0.014
-0.014 0.000 -0.001
-0.006 -0.005 0.000
0.006 -0.005 0.007
0.000 -0.005 -0.003
-0.049 0.049 0.037
-0.019 0.021 -0.115
0.113 0.154 -0.020
0.032 0.032 0.038
-0.053 -0.005 0.179
0.084 0.125 -0.009
-0.022 -0.177 -0.024
-0.013 -0.142 -0.244
-0.008 0.075 0.096
0.034 -0.010 0.017
0.007 0.020 0.045
-0.018 0.025 -0.028
-0.030 -0.107 0.042
-0.037 0.060 -0.036
0.003 -0.006 0.005
-0.023 0.010 -0.008
0.017 -0.003 -0.029
0.003 0.002 -0.001
0.010 -0.012 0.052
-0.006 -0.005 -0.002
-0.007 -0.012 -0.004
0.005 -0.038 -0.082
-0.165 -0.086 -0.006
-0.006 -0.022 -0.002
0.001 -0.002 -0.014
0.002 -0.011 -0.004
0.007 -0.018 -0.001
0.016 -0.014 0.013
-0.012 0.027 0.036
0.003 0.000 0.011
-0.005 -0.016 0.008
0.001 -0.024 -0.008
0.005 -0.006 0.006
-0.006 -0.007 0.002
0.002 -0.005 0.014
0.013 0.002 0.008
0.001 0.009 -0.012
0.011 0.024 0.000
0.005 0.004 0.010
0.011 0.000 -0.010
-0.001 0.005 -0.006
0.003 0.024 0.015
0.029 0.028 -0.025
-0.019 0.012 -0.022
0.011 0.015 -0.017
-0.004 -0.011 0.048
-0.025 0.012 -0.010
-0.007 -0.053 -0.009
-0.006 0.009 -0.036
0.098 0.010 -0.129
-0.120 0.021 0.227
0.108 -0.073 0.018
0.014 -0.017 0.070
-0.020 -0.029 -0.026
0.034 0.018 0.057
0.007 -0.068 -0.019
-0.125 0.035 -0.117
0.005 0.008 0.009
0.010 -0.005 -0.013
-0.014 0.010 -0.005
-0.013 -0.007 0.015
0.026 0.015 -0.035
0.006 0.003 0.017
-0.002 0.001 0.005
-0.007 -0.020 -0.017
-0.014 0.006 -0.013
0.122 -0.327 0.521
-0.154 -0.223 0.137
-0.220 0.338 -0.415
0.204 0.012 -0.041

# C46H59N11Ti

A molecular structure, C46H59N11Ti (ωB97M-V/def2-TZVPD, the OMol25 dataset).

Results
Total charge ... +1
Multiplicity ... 2
LUMO level (alpha / beta) ... -2.9 / -3.5 eV
HOMO level (alpha / beta) ... -8.998 / -10.037 eV
Frontier orbital gap (alpha / beta) ... 6.13 / 6.54 eV

Cartesian coordinates (Å):
Ti  0.51675  0.88058  0.02039
N  2.23224  4.37333  -2.26156
C  1.43616  3.59905  -1.53084
N  1.71079  2.37869  -1.16591
C  2.94213  1.81976  -1.59196
N  3.22313  0.60290  -1.31109
N  2.24657  0.01985  -0.53909
C  2.48132  -1.23832  -0.13815
C  1.68940  -1.65893  0.94306
C  1.88560  -2.85613  1.66047
C  1.27061  -3.01214  2.87235
C  0.44302  -1.98636  3.36381
C  0.21422  -0.88698  2.57809
N  0.78266  -0.72053  1.37037
C  3.87232  2.64741  -2.36479
C  5.12583  2.18915  -2.77327
C  5.95655  3.01118  -3.50604
C  5.55104  4.30329  -3.84338
C  4.31733  4.77581  -3.44244
C  3.49237  3.93781  -2.70226
H  1.92117  5.30329  -2.49346
H  0.49312  4.02788  -1.22044
H  3.30610  -1.80882  -0.54384
H  2.55923  -3.60328  1.26477
H  1.43361  -3.90799  3.45535
H  -0.02815  -2.05559  4.33355
H  -0.44266  -0.09441  2.89888
H  5.42452  1.18611  -2.50427
H  6.92649  2.65330  -3.82065
H  6.20470  4.94223  -4.42075
H  3.99551  5.77718  -3.69733
C  4.06892  1.09875  2.36048
C  3.00352  2.13658  2.02177
C  3.61855  3.49501  1.68577
C  1.94850  2.27232  3.10462
C  2.34458  2.50318  4.41711
C  1.41450  2.68125  5.42770
C  0.06338  2.60507  5.14166
C  -0.38529  2.35530  3.84880
C  -1.87179  2.18030  3.59285
C  -2.49244  1.15807  4.55253
C  -2.62167  3.51012  3.69181
C  0.57318  2.22094  2.83364
N  0.12812  1.98881  1.49923
C  -0.62347  2.95423  0.83242
C  -1.25325  2.61445  -0.31667
N  -1.22236  1.30418  -0.81108
C  -2.10639  1.10526  -1.93458
C  -1.74496  0.30252  -3.03519
C  -2.51037  0.37841  -4.19563
C  -3.62011  1.19227  -4.29247
C  -4.04398  1.86395  -3.16372
C  -3.34314  1.79771  -1.96436
C  -4.05744  2.36921  -0.73666
C  -4.26955  3.88573  -0.79018
C  -5.43151  1.70523  -0.58518
C  -0.55038  -0.63397  -3.10891
C  0.70088  0.12255  -3.55392
C  -0.36637  -1.47752  -1.85856
H  4.71455  0.92914  1.49688
H  3.61692  0.14567  2.64175
H  4.70080  1.42612  3.18719
H  2.49701  1.79111  1.12031
H  4.12296  3.91877  2.55592
H  2.85194  4.20809  1.37282
H  4.35441  3.39963  0.88376
H  3.40048  2.55352  4.65014
H  1.74440  2.86762  6.44091
H  -0.65865  2.71736  5.94023
H  -2.00021  1.79834  2.57598
H  -2.59658  1.57131  5.55659
H  -1.88650  0.25319  4.63608
H  -3.48556  0.86298  4.20969
H  -2.55181  3.91484  4.70309
H  -3.67873  3.37379  3.45743
H  -2.21525  4.25732  3.00904
H  -0.62979  3.96277  1.23229
H  -1.74716  3.36535  -0.91808
H  -2.21167  -0.22553  -5.04383
H  -4.17054  1.26790  -5.22029
H  -4.96642  2.42824  -3.19803
H  -3.47186  2.12937  0.15334
H  -4.85222  4.16004  -1.67044
H  -3.34137  4.45628  -0.82276
H  -4.82575  4.21739  0.08760
H  -6.11758  2.05326  -1.35757
H  -5.86967  1.95927  0.38150
H  -5.37634  0.62182  -0.66997
H  -0.78656  -1.34783  -3.90311
H  0.85947  1.01132  -2.94484
H  0.58298  0.46163  -4.58351
H  1.59557  -0.49894  -3.49384
H  -0.33212  -0.86892  -0.95054
H  0.53512  -2.08740  -1.91199
H  -1.22448  -2.12681  -1.69408
C  -2.38997  -3.11086  1.22512
N  -3.57669  -3.74125  1.80014
C  -4.60144  -3.82753  0.75591
N  -4.94407  -2.51222  0.20829
C  -3.72059  -1.91824  -0.33208
N  -2.66365  -1.77249  0.68163
C  -3.21551  -0.95280  1.76656
N  -4.41748  -1.52915  2.36760
C  -4.07682  -2.86666  2.86310
C  -5.42307  -1.68010  1.31394
H  -2.00444  -3.74407  0.42118
H  -1.62899  -3.02793  2.00044
H  -5.49982  -4.28315  1.17601
H  -4.23203  -4.46368  -0.05117
H  -3.93996  -0.93544  -0.75472
H  -3.35636  -2.56337  -1.13553
H  -3.45100  0.03985  1.36972
H  -2.46587  -0.85091  2.54836
H  -4.96513  -3.31720  3.30898
H  -3.30776  -2.77213  3.63415
H  -5.68528  -0.69298  0.93636
H  -6.31774  -2.13896  1.73894

Cartesian forces, eV/Å:
-0.660 1.933 -0.321
-0.091 -0.092 0.066
0.040 0.019 0.022
0.299 -0.340 0.062
0.135 0.070 -0.164
-0.223 0.094 0.034
0.272 -0.417 -0.242
0.110 -0.027 0.243
0.222 -0.096 -0.018
-0.029 0.057 -0.010
-0.021 -0.009 -0.006
-0.029 0.024 -0.014
-0.166 -0.088 -0.043
0.187 -0.097 -0.159
-0.013 -0.132 0.044
-0.031 -0.007 0.006
-0.017 0.048 -0.007
0.013 -0.023 0.002
0.016 -0.078 0.029
-0.020 0.138 -0.038
0.009 0.000 -0.001
0.019 0.013 -0.017
0.003 0.026 0.009
0.019 -0.003 0.006
0.003 -0.012 0.015
0.001 -0.011 0.008
-0.046 0.010 0.011
-0.003 -0.014 -0.002
0.013 -0.003 -0.007
0.009 0.000 -0.001
-0.011 0.023 0.001
0.005 -0.023 -0.008
-0.214 0.023 0.019
0.024 0.014 0.020
0.035 0.059 0.065
-0.023 0.029 -0.014
0.041 0.001 -0.002
-0.031 -0.035 -0.035
0.033 0.000 0.088
-0.018 -0.037 -0.031
-0.019 -0.017 -0.006
-0.005 0.021 -0.026
-0.027 0.031 -0.169
-0.179 -0.330 0.177
0.213 -0.208 0.357
-0.078 -0.398 -0.090
-0.105 -0.015 -0.016
0.042 0.073 0.196
-0.031 0.016 -0.083
0.011 -0.091 0.056
-0.032 0.040 -0.026
0.009 -0.070 0.022
-0.056 -0.061 0.009
0.079 0.030 -0.008
0.010 0.003 0.023
-0.026 0.001 0.002
-0.042 0.050 0.067
0.051 0.012 0.013
0.007 0.024 0.005
0.012 0.004 -0.011
-0.017 -0.008 -0.007
0.007 0.005 0.013
0.147 -0.005 0.073
0.015 0.008 0.003
-0.017 0.000 0.001
0.007 -0.010 -0.014
0.015 0.006 0.010
0.005 0.003 0.009
-0.011 0.009 0.015
0.023 -0.014 0.031
0.009 0.003 0.013
0.014 -0.007 -0.015
-0.019 0.027 0.006
0.006 0.005 0.006
-0.012 -0.012 0.010
0.002 0.002 -0.018
0.145 0.077 -0.226
0.163 0.044 -0.023
0.009 0.008 -0.030
-0.022 -0.026 0.004
-0.023 0.012 -0.009
-0.060 -0.016 -0.007
-0.008 -0.001 -0.018
0.012 0.010 -0.012
-0.013 -0.003 0.012
-0.030 0.007 0.003
0.001 -0.005 0.020
0.025 0.003 -0.006
0.008 0.046 -0.006
0.013 0.000 0.032
0.001 0.007 -0.012
0.003 -0.019 -0.010
-0.066 -0.281 0.073
0.005 0.035 0.013
-0.018 -0.018 -0.017
0.027 -0.041 -0.055
0.018 0.022 -0.001
-0.012 -0.043 -0.017
0.025 0.000 -0.007
0.016 0.007 -0.051
-0.154 -0.073 0.012
-0.023 0.044 -0.035
0.017 0.007 0.007
-0.005 -0.010 0.036
-0.044 0.000 0.000
-0.003 0.007 0.004
0.054 0.003 0.025
0.002 0.000 -0.004
-0.004 -0.003 0.007
-0.003 -0.019 0.009
0.015 0.018 -0.014
0.008 0.002 0.010
0.079 0.018 0.056
-0.001 0.003 -0.001
-0.011 -0.009 0.006
-0.019 0.016 -0.005
0.001 0.008 -0.003